# 1
2 unconnected molecules or ions with the total composition C7H16NO3S at a distorted geometry, computed with the ωB97M-V functional and the def2-TZVPD basis.

Last columns: bonded neighbours and bond lengths (Å).
Positions of all 28 atoms, in Å:
1 C 0.213 0.120 0.381  C6 1.500, O9 1.195, O11 1.296
2 C -1.811 -1.888 -0.039  C7 1.577, H13 1.095, H14 1.058, H15 1.022
3 C -2.419 0.222 -1.235  C7 1.565, H16 1.117, H17 1.058, H18 1.042
4 C -1.179 -1.574 -2.546  C7 1.547, H19 1.064, H20 1.058, H21 1.061
5 C 3.786 1.883 -0.912  S12 1.820, H22 1.040, H23 1.059, H24 1.157
6 C 1.609 0.668 0.326  C1 1.500, O10 1.219, S12 1.706
7 C -1.324 -0.895 -1.163  C2 1.577, C3 1.565, C4 1.547, O11 1.438
8 N 0.363 0.649 3.804  H25 1.055, H26 1.118, H27 1.082, H28 1.004
9 O -0.459 0.283 1.355  C1 1.195
10 O 2.153 1.077 1.337  C6 1.219
11 O -0.043 -0.356 -0.798  C1 1.296, C7 1.438
12 S 2.346 0.809 -1.206  C5 1.820, C6 1.706
13 H -1.073 -2.678 0.139  C2 1.095
14 H -1.913 -1.208 0.765  C2 1.058
15 H -2.774 -2.210 -0.156  C2 1.022
16 H -2.042 1.204 -1.614  C3 1.117
17 H -2.699 0.359 -0.224  C3 1.058
18 H -3.210 -0.196 -1.768  C3 1.042
19 H -2.072 -1.885 -3.033  C4 1.064
20 H -0.699 -0.770 -3.040  C4 1.058
21 H -0.452 -2.331 -2.392  C4 1.061
22 H 3.455 2.562 -0.197  C5 1.040
23 H 3.874 2.202 -1.918  C5 1.059
24 H 4.788 1.356 -0.675  C5 1.157
25 H 0.465 -0.360 4.096  N8 1.055
26 H 0.209 0.634 2.697  N8 1.118
27 H -0.384 1.296 4.242  N8 1.082
28 H 1.293 1.029 3.776  N8 1.004

The HOMO energy (spin up / spin down) comes out at -9.8468 / -13.3371 eV. For the LUMO energy (spin up / spin down), the calculation gives -2.8690 / -7.0851 eV. As for the net charge: +1. As for the calculated total energy: -954.600297 hartree. As for the spin multiplicity: 3.

Here are the Mulliken charges for atoms 1 to 6, given in e:
1. C 0.83
2. C -1.55
3. C -1.52
4. C -1.67
5. C -0.87
6. C 0.24

=====

# 2
A single C3H7NO2 molecule at a distorted geometry, computed with the ωB97M-V functional and the def2-TZVPD basis.

Last columns: bonded neighbours and bond lengths (Å).
Positions of all 13 atoms, in Å:
1 H -1.828 1.369 0.506  N2 1.001
2 N -2.169 0.435 0.399  H1 1.001, C3 1.278
3 C -1.393 -0.542 0.117  N2 1.278, O4 1.328, C5 1.501
4 O -2.124 -1.647 0.040  C3 1.328, H8 1.076
5 C 0.089 -0.578 -0.112  C3 1.501, O6 1.400, H9 1.103, H10 1.103
6 O 0.566 0.730 0.044  C5 1.400, C7 1.407
7 C 1.955 0.830 -0.151  O6 1.407, H11 1.101, H12 1.101, H13 1.092
8 H -2.923 -0.965 0.275  O4 1.076
9 H 0.555 -1.273 0.607  C5 1.103
10 H 0.296 -0.973 -1.121  C5 1.103
11 H 2.244 0.521 -1.168  C7 1.101
12 H 2.511 0.215 0.573  C7 1.101
13 H 2.221 1.879 -0.008  C7 1.092

As for the SMILES: [H]/N=C(/O)COC. The HOMO energy comes out at -10.0061 eV. For the LUMO energy, the calculation gives 0.8480 eV. As for the net charge: 0. As for the calculated total energy: -323.693312 hartree.

Here are the Mulliken charges for atoms 1 to 6, given in e:
1. H 0.24
2. N -0.74
3. C 0.38
4. O -0.56
5. C -0.27
6. O -0.30

=====

# 3
A single C5H13NS2 molecule at a distorted geometry, computed with the ωB97M-V functional and the def2-TZVPD basis.

Last columns: bonded neighbours and bond lengths (Å).
Positions of all 21 atoms, in Å:
1 C -2.375 -1.923 1.628  C2 1.514, H9 1.085, H10 1.082, H11 1.092
2 C -0.965 -1.886 1.078  C1 1.514, N3 1.473, H12 1.092, H13 1.088
3 N -0.684 -0.593 0.430  C2 1.473, C4 1.452, H14 1.013
4 C 0.720 -0.425 0.100  N3 1.452, C5 1.533, H15 1.081, H16 1.095
5 C 1.089 1.058 -0.023  C4 1.533, C6 1.525, H17 1.091, H18 1.098
6 C 0.473 1.740 -1.239  C5 1.525, S7 1.809, H19 1.087, H20 1.091
7 S 1.460 1.500 -2.736  C6 1.809, S8 2.054
8 S 3.156 2.600 -2.374  S7 2.054, H21 1.346
9 H -3.065 -1.847 0.794  C1 1.085
10 H -2.569 -1.116 2.323  C1 1.082
11 H -2.629 -2.892 2.061  C1 1.092
12 H -0.727 -2.695 0.384  C2 1.092
13 H -0.290 -1.950 1.928  C2 1.088
14 H -1.279 -0.542 -0.387  N3 1.013
15 H 1.342 -0.819 0.891  C4 1.081
16 H 0.983 -0.905 -0.848  C4 1.095
17 H 2.165 1.233 0.031  C5 1.091
18 H 0.748 1.539 0.903  C5 1.098
19 H 0.294 2.797 -1.058  C6 1.087
20 H -0.496 1.284 -1.448  C6 1.091
21 H 2.649 3.845 -2.438  S8 1.346

As for the SMILES: CCNCCCSS. The HOMO energy comes out at -8.7822 eV. For the LUMO energy, the calculation gives 0.5786 eV. As for the net charge: 0. As for the calculated total energy: -1049.423967 hartree.

Here are the Mulliken charges for atoms 1 to 6, given in e:
1. C -1.22
2. C -0.38
3. N -0.32
4. C -0.68
5. C -0.60
6. C -0.64